{
  "formula": "C4H11N3",
  "method": "ωB97M-V/def2-TZVPD",
  "largest_force_ev_per_a": 2.97,
  "total_charge": 0,
  "multiplicity": 1,
  "de_lowest_kcal_mol": 61.6,
  "smiles": "C[C@H]1N(C)C1(N)N",
  "lumo_energy_ev": 0.982,
  "homo_lumo_gap_ev": 9.67,
  "species": ["C", "C", "C", "C", "N", "N", "N", "H", "H", "H", "H", "H", "H", "H", "H", "H", "H", "H"],
  "positions_angstrom": [[0.488231, 0.798322, -0.437020], [-0.548721, 0.208424, 2.083456], [-0.129062, 1.708038, -1.447879], [0.116575, -0.593829, -0.129722], [1.143256, -1.388815, 0.501228], [-0.554143, -1.170917, -1.309170], [-0.656218, 0.293098, 0.650042], [1.510403, 1.049872, -0.156333], [0.731559, -2.164487, 1.008145], [1.827020, -1.715094, -0.172017], [-0.005794, -1.834742, -1.846977], [-1.455579, -1.569752, -1.073321], [0.485884, 0.136710, 2.446132], [-1.020245, 1.093073, 2.512267], [-1.098404, -0.665218, 2.451665], [-1.165912, 1.416974, -1.588633], [-0.079978, 2.740174, -1.098069], [0.411127, 1.658167, -2.393792]],
  "atomic_forces_ev_per_a": [[-0.517, 0.300, 2.450], [0.604, 0.409, 0.473], [-0.057, -0.372, -0.027], [0.447, -0.567, -2.878], [-0.241, 0.337, 0.310], [-0.932, -0.407, 0.599], [1.105, 0.340, -1.608], [-0.301, 0.189, 0.762], [0.158, -0.098, -0.181], [-0.197, -0.085, 0.110], [0.041, 0.094, 0.407], [0.082, -0.146, -0.042], [-0.177, 0.017, 0.004], [0.057, -0.036, 0.055], [0.006, 0.042, -0.159], [0.013, 0.083, -0.212], [-0.039, -0.026, 0.052], [-0.053, -0.074, -0.115]],
  "mulliken_charge": [-0.403, -0.895, -1.323, 0.981, -0.614, -0.559, -0.408, 0.374, 0.228, 0.258, 0.206, 0.211, 0.336, 0.307, 0.293, 0.356, 0.350, 0.304]
}


{
  "formula": "C4H11N3",
  "method": "ωB97M-V/def2-TZVPD",
  "largest_force_ev_per_a": 0.99,
  "total_charge": 0,
  "multiplicity": 1,
  "de_lowest_kcal_mol": 32.7,
  "smiles": "N/C=C(\\N)CCN",
  "lumo_energy_ev": 1.110,
  "homo_lumo_gap_ev": 8.56,
  "species": ["C", "C", "C", "C", "N", "N", "N", "H", "H", "H", "H", "H", "H", "H", "H", "H", "H", "H"],
  "positions_angstrom": [[-0.377958, 1.779831, 0.036080], [0.745299, 0.813061, 0.380227], [0.455735, -0.615622, -0.008910], [0.999912, -1.192497, -1.080545], [0.734718, -2.481470, -1.498481], [-0.554475, -1.319246, 0.731737], [-1.578197, 1.576291, 0.851238], [-0.684964, 1.631198, -0.995453], [-0.044796, 2.819460, 0.120655], [1.619878, 1.141202, -0.180190], [1.001285, 0.836888, 1.441823], [1.775343, -0.640321, -1.601342], [-0.093910, -2.936127, -1.153127], [1.473754, -3.095396, -1.780660], [-1.335186, -0.697371, 0.911733], [-0.217146, -1.626535, 1.636630], [-1.517873, 2.019259, 1.760088], [-2.401419, 1.987395, 0.428496]],
  "atomic_forces_ev_per_a": [[-0.465, 0.506, 0.353], [0.093, -0.384, -0.566], [-0.625, 0.329, 0.171], [0.660, -0.164, 0.720], [-0.425, -0.126, -0.724], [-0.126, -0.219, -0.059], [-0.519, -0.172, 0.277], [0.148, -0.106, -0.198], [0.297, 0.012, -0.067], [0.215, 0.085, 0.034], [-0.090, 0.215, 0.110], [-0.006, -0.195, -0.202], [0.155, 0.160, 0.352], [0.129, 0.147, -0.059], [0.026, 0.081, 0.029], [0.126, -0.033, 0.002], [0.302, -0.082, 0.037], [0.106, -0.055, -0.209]],
  "mulliken_charge": [-0.536, -0.733, 0.360, -0.387, -0.441, -0.660, -0.549, 0.376, 0.313, 0.330, 0.289, 0.278, 0.231, 0.182, 0.343, 0.215, 0.189, 0.200]
}


{
  "formula": "C4H11N3",
  "method": "ωB97M-V/def2-TZVPD",
  "largest_force_ev_per_a": 4.62,
  "total_charge": 0,
  "multiplicity": 1,
  "de_lowest_kcal_mol": 118.2,
  "smiles": "[H]/N=C\\[C@@H](C)CNN",
  "lumo_energy_ev": 0.899,
  "homo_lumo_gap_ev": 8.53,
  "species": ["C", "C", "C", "H", "H", "H", "H", "H", "H", "N", "N", "C", "N", "H", "H", "H", "H", "H"],
  "positions_angstrom": [[1.473455, 0.782363, 0.799244], [0.997341, 0.203475, -0.514264], [0.598279, -1.217957, -0.548212], [1.626313, 0.481216, -1.359487], [1.450407, 1.878774, 0.757506], [2.493165, 0.466353, 1.038787], [0.859404, 0.507581, 1.662942], [0.630743, -1.641777, -1.553867], [1.029769, -1.902344, 0.182186], [-1.025230, -1.125127, -0.255716], [-1.582948, -0.770215, 0.990930], [-0.611044, 0.759255, -0.962439], [-1.086546, 1.885489, -0.542580], [-1.678048, -1.650118, -0.843042], [-2.419018, -0.197731, 0.881171], [-1.078520, -1.020885, 1.837014], [-0.949946, 2.004014, 0.463991], [-0.727575, 0.557634, -2.034161]],
  "atomic_forces_ev_per_a": [[0.067, 0.229, 0.163], [-2.998, 1.196, -0.354], [-3.392, -0.866, 0.960], [0.149, 0.056, 0.155], [0.120, -0.202, -0.070], [0.009, 0.078, -0.113], [-0.109, -0.134, -0.266], [-0.034, -0.081, 0.215], [0.109, -0.020, -0.065], [1.598, 0.325, -0.762], [0.467, -0.807, -0.411], [4.023, 2.197, -0.537], [-1.236, -1.805, 0.332], [0.739, -0.390, 0.525], [0.928, 0.012, 0.672], [-0.801, 0.202, -0.494], [0.604, 0.247, -0.178], [-0.244, -0.236, 0.227]],
  "mulliken_charge": [-1.491, 0.380, -0.743, 0.415, 0.389, 0.388, 0.258, 0.317, 0.319, -0.151, -0.577, -0.047, -0.738, 0.261, 0.228, 0.193, 0.260, 0.338]
}


{
  "formula": "C4H11N3",
  "method": "ωB97M-V/def2-TZVPD",
  "largest_force_ev_per_a": 2.30,
  "total_charge": 0,
  "multiplicity": 1,
  "de_lowest_kcal_mol": 170.8,
  "lumo_energy_ev": -3.019,
  "homo_lumo_gap_ev": 3.34,
  "species": ["C", "C", "C", "C", "N", "N", "N", "H", "H", "H", "H", "H", "H", "H", "H", "H", "H", "H"],
  "positions_angstrom": [[-0.585689, -1.014420, 1.033273], [-0.474842, -0.022306, -0.096128], [0.900476, 0.260994, -0.617655], [1.220926, -0.261468, -1.880927], [2.449271, -0.098319, -2.442818], [1.782319, 0.917060, 0.067981], [-2.396633, 0.503340, 2.261804], [0.337007, -1.210584, 1.585829], [-1.013271, -1.973846, 0.745267], [-1.114498, -0.385378, -0.907733], [-0.946041, 0.914277, 0.227168], [0.507652, -0.856560, -2.434964], [2.920802, 0.484841, -1.739555], [2.305329, 0.539545, -3.217257], [-2.797988, 0.237096, 3.156520], [1.320055, 1.520813, 0.742173], [-3.102722, 0.957972, 1.691553], [-1.312155, -0.513059, 1.825477]],
  "atomic_forces_ev_per_a": [[0.988, -0.971, 0.218], [-1.352, 0.584, -0.532], [-0.567, -0.429, 1.886], [0.575, -1.624, -0.289], [-0.906, 1.812, 1.091], [0.327, 0.662, -1.175], [0.940, 0.871, 0.718], [0.093, 0.086, -0.155], [-0.023, 0.031, -0.084], [0.056, 0.148, -0.098], [0.211, 0.093, 0.074], [-0.245, 0.222, -0.068], [0.636, -0.258, -0.079], [0.540, -0.503, -1.123], [-0.292, -0.200, -0.189], [0.024, -0.383, 0.522], [-0.284, -0.519, -0.143], [-0.721, 0.376, -0.573]],
  "mulliken_charge": [-0.627, -0.717, 0.851, -0.566, -0.502, -0.761, -0.712, 0.328, 0.332, 0.224, 0.415, 0.379, 0.382, 0.296, 0.120, 0.277, 0.113, 0.167]
}


- What is the formula in the second record?
  C4H11N3


- multiplicity of number 3 (C4H11N3)?
  1


- Look up the multiplicity of the third one.
  1